Below is a 2-piece molecular cluster, C4H12OS2 overall, with properties calculated with the ωB97M-V functional and the def2-TZVPD basis.

```
19
Properties=species:S:1:pos:R:3:mulliken_charge:R:1
S 0.70644 1.72961 2.04005 -0.116
S -0.03945 -0.19974 2.06190 -0.141
O -0.05861 -2.60457 -2.81552 -0.627
C -2.16265 -1.38492 0.76598 -1.148
C 2.00633 1.60021 0.79517 -0.481
C -1.55377 -0.01892 1.06812 -0.318
C 1.55819 1.48146 -0.64558 -0.745
H -3.12763 -1.13425 0.32936 0.338
H -2.24315 0.60092 1.64159 0.395
H -1.31874 0.44963 0.11350 0.260
H 0.84839 2.27472 -0.87825 0.294
H 1.02060 0.54260 -0.77645 0.010
H 2.72016 0.83699 1.08170 0.347
H 0.58134 -2.65443 -3.53287 0.306
H -1.60679 -1.89600 -0.01014 0.283
H -2.34294 -2.00262 1.63964 0.348
H 2.54602 2.53989 0.95760 0.300
H 2.39548 1.54175 -1.33137 0.379
H 0.07077 -1.70234 -2.50442 0.313
```

The value obtained for the relative energy (zero: lowest compared OMol25 entry of this formula, charge and spin) is 2.6 kcal/mol. The electronic energy comes out at -28060.75227 eV. Its SMILES is CCSSCC.O. The highest occupied orbital energy comes out at -8.75 eV. The calculation puts the HOMO-LUMO gap at 9.33 eV. The LUMO energy comes out at 0.586 eV.



Below is C4H12OS2 as an isolated structure in a non-equilibrium geometry, with properties calculated with the ωB97M-V functional and the def2-TZVPD basis.

```
19
Properties=species:S:1:pos:R:3:mulliken_charge:R:1
S 0.65976 3.48546 2.77089 -0.065
S -0.55059 -1.18427 0.74762 -0.124
O 2.03244 5.73313 4.43176 -0.541
C -0.89550 -2.10562 -2.25611 -0.128
C -0.30183 0.65432 0.82064 -0.941
C -1.00806 -1.02443 -1.25871 -0.734
C 0.07893 -3.30651 -1.88688 -1.267
H 1.90753 6.24033 3.59375 0.352
H 1.16858 -3.06025 -2.05130 0.318
H -1.88203 -2.57635 -2.39427 0.273
H -1.02950 1.17368 0.25665 0.401
H 1.34964 5.13214 4.05081 0.246
H 0.71991 0.95443 0.62632 0.379
H -0.13815 -4.02169 -2.66919 0.385
H -0.56138 -1.96217 -3.26191 0.312
H 0.14165 -1.12910 -0.72701 0.190
H -0.56477 0.77211 1.91142 0.279
H -0.29211 -3.72939 -0.92544 0.353
H -0.83452 -0.04582 -1.77904 0.309
```

The value obtained for the relative energy (zero: lowest compared OMol25 entry of this formula, charge and spin) is 210.5 kcal/mol. The electronic energy comes out at -28051.73605 eV. The highest occupied orbital energy comes out at -7.52 eV. The calculation puts the HOMO-LUMO gap at 3.00 eV. The LUMO energy comes out at -4.519 eV.



Below is a 2-piece molecular cluster, C4H12S overall in a non-equilibrium geometry, with properties calculated with the ωB97M-V functional and the def2-TZVPD basis.

```
17
Properties=species:S:1:pos:R:3:mulliken_charge:R:1
S 0.26703 -3.28128 0.35011 -0.088
C 1.80141 -2.32131 0.71809 -0.573
C -0.47275 1.60627 0.06634 -0.681
C -0.56268 -1.94685 -0.67511 -0.773
C -0.87219 3.15683 -0.04101 -1.141
H -1.42603 1.06265 0.37054 0.200
H 2.20264 -2.78933 1.60125 0.294
H -1.12945 -2.42000 -1.51919 0.356
H 0.14091 1.57612 1.02861 0.229
H -0.01778 3.77357 -0.18163 0.328
H -1.51117 3.30931 0.84729 0.297
H -1.08208 -1.21632 -0.08741 0.226
H -0.00041 1.20649 -0.75988 0.380
H -1.45328 3.38383 -0.85997 0.383
H 2.45537 -2.65778 -0.12441 0.240
H 1.54074 -1.15387 0.61799 0.109
H 0.11974 -1.28835 -1.35160 0.214
```

The value obtained for the relative energy (zero: lowest compared OMol25 entry of this formula, charge and spin) is 32.2 kcal/mol. The electronic energy comes out at -15176.31096 eV. Its SMILES is CSC.CC. The highest occupied orbital energy comes out at -8.48 eV. The calculation puts the HOMO-LUMO gap at 9.43 eV. The LUMO energy comes out at 0.954 eV.



Below is a 2-piece molecular cluster, C4H12S overall in a non-equilibrium geometry, with properties calculated with the ωB97M-V functional and the def2-TZVPD basis.

```
17
Properties=species:S:1:pos:R:3:mulliken_charge:R:1
S -0.07114 1.49841 -2.99112 -0.212
C 0.79979 -2.70586 0.84751 -0.741
C -1.16431 2.71032 -0.69455 -0.889
C 1.09590 -1.74580 2.03281 -0.657
C -1.05155 1.37838 -1.40095 -0.172
H -0.63896 0.54004 -0.85236 -0.024
H 1.11283 1.42597 -2.40381 0.112
H -2.21455 2.98456 -0.58242 0.267
H 0.42244 -1.91510 2.86909 0.264
H -0.86067 2.62805 0.36083 0.300
H 0.88007 -0.73391 1.69394 0.155
H -0.60014 3.57645 -1.02330 0.320
H 0.17645 -2.19475 0.11421 0.179
H 2.12431 -1.92076 2.33364 0.254
H 1.70369 -2.96334 0.29435 0.266
H -2.03329 1.06983 -1.75090 0.300
H 0.31911 -3.63250 1.15303 0.277
```

The value obtained for the relative energy (zero: lowest compared OMol25 entry of this formula, charge and spin) is 10.2 kcal/mol. The electronic energy comes out at -15177.26501 eV. Its SMILES is CCS.CC. The highest occupied orbital energy comes out at -9.05 eV. The calculation puts the HOMO-LUMO gap at 9.89 eV. The LUMO energy comes out at 0.833 eV.